Computed, not measured: a gas-phase ion, C4H5N2O (charge +1), with ωB97M-V/def2-TZVPD.

Calculated values
**Relative energy (zero: lowest compared OMol25 entry of this formula, charge and spin)**: 0.000 eV
**Lowest unoccupied orbital energy (spin up / spin down)**: -0.13760 / -0.35960 Ha
**HOMO (spin up / spin down)**: -14.0606 / -16.4588 eV
**Kohn-Sham gap (spin up / spin down)**: 0.379 / 0.245 Ha

Structure (ORCA input):
```
! RIJCOSX wB97M-V def2-TZVPD def2/J DEFGRID3
* xyz 1 3
C -0.63 0.02 1.63
C 0.41 -0.11 -0.26
C -0.94 0.57 -0.48
C 1.51 -0.60 -1.12
N 0.50 -0.34 1.05
N -1.47 0.66 0.87
O -1.55 0.84 -1.45
H -0.73 -0.21 2.60
H 2.32 0.21 -0.91
H 1.19 -0.69 -2.11
H 1.67 -1.59 -0.82
H -2.28 1.25 1.01
*
```